Entry 1:
{
  "formula": "C13H18ClNO3PtS",
  "method": "ωB97M-V with the def2-TZVPD basis set",
  "symbols": ["Pt", "N", "C", "C", "O", "O", "H", "H", "H", "H", "O", "S", "C", "C", "C", "C", "H", "H", "H", "H", "H", "H", "H", "H", "Cl", "C", "C", "C", "C", "C", "C", "C", "H", "H", "H", "H", "H", "H"],
  "coordinates": [[-1.23, 0.24, 0.31], [-1.11, 0.55, 2.85], [-1.06, 2.00, 3.00], [-0.28, 2.68, 1.88], [0.44, 3.63, 2.16], [-0.43, 2.21, 0.68], [-1.82, 0.14, 3.45], [-0.22, 0.12, 3.07], [-0.64, 2.34, 3.95], [-2.09, 2.38, 2.93], [0.90, -0.28, 0.39], [1.94, 0.84, 0.34], [3.45, -0.08, -0.13], [3.97, 0.53, -1.43], [2.72, 0.85, -2.24], [1.81, 1.62, -1.30], [3.09, -1.10, -0.28], [4.15, -0.07, 0.70], [4.65, -0.15, -1.94], [4.52, 1.45, -1.22], [2.23, -0.07, -2.56], [2.94, 1.44, -3.14], [0.75, 1.61, -1.54], [2.12, 2.65, -1.15], [-0.37, -4.76, -1.54], [-1.26, -3.33, -1.11], [-1.95, -3.31, 0.11], [-2.65, -2.19, 0.47], [-2.71, -1.05, -0.39], [-3.23, 0.24, 0.04], [-1.98, -1.10, -1.60], [-1.25, -2.25, -1.95], [-1.90, -4.17, 0.77], [-3.18, -2.15, 1.41], [-3.88, 0.24, 0.92], [-3.62, 0.91, -0.73], [-2.07, -0.28, -2.30], [-0.71, -2.30, -2.89]],
  "mulliken_charge": [1.39, -0.49, -0.45, 0.58, -0.70, -0.96, 0.21, 0.20, 0.34, 0.26, -0.90, 0.38, -0.64, -0.61, -0.57, -0.54, 0.25, 0.39, 0.35, 0.29, 0.24, 0.36, 0.29, 0.42, -0.23, 0.56, -0.72, -0.25, 0.21, -0.96, -0.30, -0.84, 0.41, 0.36, 0.40, 0.37, 0.45, 0.43],
  "lumo_energy_ha": 0.00472,
  "orbital_gap_ev": 7.778,
  "total_charge": 0
}

Entry 2:
{
  "formula": "C3H8N2O",
  "method": "ωB97M-V with the def2-TZVPD basis set",
  "symbols": ["C", "C", "N", "C", "N", "O", "H", "H", "H", "H", "H", "H", "H", "H"],
  "coordinates": [[-2.59, 0.42, 0.02], [-1.19, 0.20, -0.67], [-0.14, 0.17, 0.42], [1.18, -0.14, 0.28], [1.42, -0.46, -1.07], [1.95, -0.25, 1.31], [-2.61, 1.15, 0.84], [-3.33, 0.81, -0.75], [-2.85, -0.55, 0.54], [-1.08, 1.07, -1.35], [-1.16, -0.77, -1.23], [-0.25, 0.52, 1.37], [1.14, 0.19, -1.80], [1.18, -1.36, -1.29]],
  "mulliken_charge": [-1.15, -0.25, -0.11, 0.49, -0.63, -0.62, 0.34, 0.32, 0.30, 0.25, 0.27, 0.22, 0.31, 0.26],
  "lumo_energy_ha": 0.02301,
  "smiles": "CCNC(N)=O",
  "orbital_gap_ev": 10.251,
  "total_charge": 0
}

Record-wise electronic energy values, in Ha: -1764.302745 -303.836724
Record-wise ΔE to the lowest compared entry with this formula, charge and spin values, in kcal/mol: 16.89 34.77
Record-wise HOMO energy values, in hartree: -0.2811 -0.3537